Entry i
{"formula": "H2OTl", "method": "the ωB97M-V functional and the def2-TZVPD basis", "spin_multiplicity": 1, "homo_ha": -1.0271, "charge": 3, "lumo_ev": -25.27, "homo_lumo_gap_ev": 2.681, "elements": ["Tl", "O", "H", "H"], "coordinates": [[1.785, 3.908, -0.482], [-0.492, -0.941, 0.054], [0.051, -1.730, 0.053], [-1.344, -1.237, 0.375]], "lowdin_charge": [1.892, 0.691, 0.208, 0.210]}


Entry ii
{"formula": "H2OTl", "method": "the ωB97M-V functional and the def2-TZVPD basis", "spin_multiplicity": 1, "homo_ha": -1.0527, "charge": 3, "lumo_ev": -25.53, "homo_lumo_gap_ev": 3.120, "elements": ["Tl", "O", "H", "H"], "coordinates": [[0.561, -3.715, 0.347], [-0.239, 0.855, -0.064], [-0.599, 1.407, -0.758], [0.277, 1.454, 0.476]], "lowdin_charge": [1.923, 0.663, 0.208, 0.206]}


It is entry ii that is the least stable of them.


Entry i
{"formula": "C4H10NOS", "method": "the ωB97M-V functional and the def2-TZVPD basis", "spin_multiplicity": 1, "homo_ha": -0.0917, "charge": -1, "lumo_ev": 2.87, "homo_lumo_gap_ev": 5.363, "elements": ["S", "O", "N", "C", "C", "C", "C", "H", "H", "H", "H", "H", "H", "H", "H", "H", "H"], "coordinates": [[-1.651, -2.780, 1.079], [3.002, 3.427, -0.836], [-0.931, 0.234, 0.754], [1.880, 2.630, -0.671], [-1.428, -0.438, -0.476], [1.955, 1.315, -0.732], [-1.158, -1.945, -0.458], [-1.706, 0.794, 1.089], [2.789, 4.300, -0.499], [-0.090, -2.113, -0.636], [1.136, 0.705, -0.373], [-0.869, -0.551, 1.413], [-2.502, -0.281, -0.587], [-1.650, -2.358, -1.349], [0.948, 3.164, -0.510], [2.904, 0.922, -1.076], [-0.928, 0.015, -1.347]], "lowdin_charge": [0.102, -0.046, -0.061, -0.285, -0.408, 0.012, -0.795, 0.042, 0.076, 0.026, 0.022, -0.033, 0.081, 0.030, 0.103, 0.060, 0.074]}


Entry ii
{"formula": "C4H10NOS", "method": "the ωB97M-V functional and the def2-TZVPD basis", "spin_multiplicity": 1, "homo_ha": -0.0421, "charge": -1, "lumo_ev": 3.69, "homo_lumo_gap_ev": 4.838, "elements": ["S", "O", "N", "C", "C", "C", "C", "H", "H", "H", "H", "H", "H", "H", "H", "H", "H"], "coordinates": [[2.141, -1.324, -2.423], [-2.656, 1.120, 0.922], [-0.401, 0.563, 1.143], [-1.308, 1.666, 1.160], [0.373, 0.315, -0.076], [1.282, -1.934, -1.040], [0.101, -1.134, -0.659], [1.408, -2.797, -0.397], [-0.664, -0.928, -1.498], [1.451, 0.255, 0.234], [0.067, 0.434, 2.023], [-0.496, -1.599, 0.141], [-1.103, 2.494, 0.458], [3.184, -0.687, -1.890], [-1.366, 2.068, 2.168], [-2.533, 0.292, 0.450], [0.519, 1.196, -0.716]], "lowdin_charge": [0.501, -0.114, -0.083, -0.289, -0.258, -0.755, -0.436, -0.029, 0.078, 0.096, 0.102, 0.073, 0.109, -0.245, 0.097, 0.054, 0.099]}


It is entry ii that is the least stable of them.


Entry i
{"formula": "C2H4NO3S", "method": "the ωB97M-V functional and the def2-TZVPD basis", "spin_multiplicity": 1, "homo_ha": -0.1794, "charge": -1, "lumo_ev": 3.74, "homo_lumo_gap_ev": 8.622, "smiles": "C/C=N/S(=O)(=O)[O-]", "elements": ["S", "O", "O", "O", "N", "C", "C", "H", "H", "H", "H"], "coordinates": [[-3.608, 0.134, -0.063], [-3.416, 1.331, 0.715], [-4.465, 0.329, -1.264], [-3.976, -1.087, 0.634], [-1.899, -0.180, -0.649], [0.307, -0.472, 0.614], [-1.174, -0.230, 0.552], [-1.707, -0.530, 1.426], [0.798, 0.354, 1.029], [0.727, -0.880, -0.312], [0.298, -1.303, 1.289]], "lowdin_charge": [0.353, -0.391, -0.424, -0.401, -0.037, -0.098, -0.249, 0.071, 0.046, 0.075, 0.055]}


Entry ii
{"formula": "C2H4NO3S", "method": "the ωB97M-V functional and the def2-TZVPD basis", "spin_multiplicity": 1, "homo_ha": -0.1346, "charge": -1, "lumo_ev": 4.16, "homo_lumo_gap_ev": 7.820, "elements": ["S", "O", "O", "O", "N", "C", "C", "H", "H", "H", "H"], "coordinates": [[-0.698, 1.406, 1.981], [0.806, 0.634, 1.604], [-0.320, 2.801, 1.942], [-1.152, 0.997, 3.303], [-1.777, 1.038, 0.781], [0.981, 0.510, 0.257], [-0.716, 1.012, -0.266], [-1.154, 0.355, -1.080], [1.696, 1.199, -0.140], [1.173, -0.496, -0.086], [-0.809, 1.942, -0.765]], "lowdin_charge": [0.533, -0.299, -0.371, -0.377, -0.234, -0.202, -0.306, 0.069, 0.075, 0.076, 0.037]}


It is entry ii that is the least stable of them.


Entry i
{"formula": "C19H34N2O2", "method": "the ωB97M-V functional and the def2-TZVPD basis", "spin_multiplicity": 1, "homo_ha": -0.3356, "charge": 0, "lumo_ev": 0.54, "homo_lumo_gap_ev": 9.674, "smiles": "CC(C)CCN1C(=O)CC[C@]1(C)C(=O)NC1CCCCCCC1", "elements": ["O", "O", "N", "N", "C", "C", "C", "C", "C", "C", "C", "C", "C", "C", "C", "C", "C", "C", "C", "C", "C", "C", "C", "H", "H", "H", "H", "H", "H", "H", "H", "H", "H", "H", "H", "H", "H", "H", "H", "H", "H", "H", "H", "H", "H", "H", "H", "H", "H", "H", "H", "H", "H", "H", "H", "H", "H"], "coordinates": [[-0.673, 0.726, -1.732], [-5.053, 0.346, 0.709], [0.431, 0.899, 0.218], [-2.807, 0.695, 0.563], [-1.876, 1.719, 0.106], [-2.432, -0.464, 1.335], [5.188, 0.909, -0.434], [3.277, -1.633, 0.237], [-4.153, 2.254, -0.524], [-2.142, -3.078, -1.527], [-0.647, 1.070, -0.569], [2.667, 1.475, -0.532], [-4.105, 0.985, 0.308], [1.681, 0.329, -0.263], [-2.866, -2.090, -0.615], [-4.133, -2.717, -0.041], [4.652, -1.297, 0.824], [-1.514, 2.655, 1.269], [3.931, 1.062, -1.297], [-1.907, -1.629, 0.488], [-2.707, 2.468, -0.954], [5.024, 0.183, 0.900], [2.129, -0.745, 0.735], [-4.528, 3.066, 0.102], [-2.427, 3.518, -1.013], [4.152, 1.826, -2.046], [-1.672, -0.182, 2.073], [-4.841, 2.133, -1.359], [3.061, -2.670, 0.507], [-3.334, -0.776, 1.868], [-1.272, -2.610, -1.981], [4.297, 0.712, 1.516], [2.119, 2.206, -1.132], [-0.966, -1.338, 0.019], [-2.524, 2.001, -1.923], [1.437, -0.147, -1.220], [3.735, 0.143, -1.846], [5.411, -1.825, 0.244], [5.981, 0.249, 1.424], [-3.146, -1.217, -1.214], [5.570, 1.909, -0.208], [0.429, 1.238, 1.165], [-2.802, -3.415, -2.323], [-4.727, -1.974, 0.484], [-0.738, 3.356, 0.971], [-1.701, -2.464, 1.162], [5.950, 0.398, -1.026], [4.692, -1.690, 1.844], [-3.884, -3.525, 0.645], [-1.814, -3.949, -0.962], [-4.743, -3.125, -0.843], [-1.184, 2.102, 2.147], [3.313, -1.600, -0.850], [2.399, -0.279, 1.684], [-2.398, 3.219, 1.558], [2.934, 1.965, 0.406], [1.257, -1.376, 0.925]], "lowdin_charge": [0.077, 0.065, 0.106, 0.011, -0.363, -0.118, -0.201, -0.187, -0.058, -0.076, -0.433, -0.135, -0.452, -0.304, -0.427, -0.068, -0.201, -0.004, -0.189, -0.155, -0.094, -0.219, -0.138, 0.122, 0.123, 0.108, 0.119, 0.124, 0.109, 0.125, 0.073, 0.091, 0.116, 0.084, 0.117, 0.150, 0.100, 0.111, 0.110, 0.133, 0.109, 0.130, 0.075, 0.055, 0.093, 0.124, 0.111, 0.110, 0.082, 0.079, 0.078, 0.077, 0.100, 0.115, 0.093, 0.115, 0.105]}


Entry ii
{"formula": "C19H34N2O2", "method": "the ωB97M-V functional and the def2-TZVPD basis", "spin_multiplicity": 1, "homo_ha": -0.3043, "charge": 0, "lumo_ev": 0.54, "homo_lumo_gap_ev": 8.822, "elements": ["O", "O", "N", "N", "C", "C", "C", "C", "C", "C", "C", "C", "C", "C", "C", "C", "C", "C", "C", "C", "C", "C", "C", "H", "H", "H", "H", "H", "H", "H", "H", "H", "H", "H", "H", "H", "H", "H", "H", "H", "H", "H", "H", "H", "H", "H", "H", "H", "H", "H", "H", "H", "H", "H", "H", "H", "H"], "coordinates": [[-1.418, 4.752, 0.731], [0.154, 0.038, 0.399], [-2.034, -0.725, 1.005], [-1.037, 2.396, 0.588], [-0.340, -3.693, 0.725], [-1.579, -4.493, 0.495], [1.495, 4.439, -0.486], [2.241, 2.033, -0.915], [-3.077, 1.540, 1.670], [-0.715, 3.721, 0.753], [-0.007, -5.725, 2.089], [0.993, 4.068, 1.080], [-0.975, -1.776, -0.786], [0.695, -4.698, 1.428], [-0.646, -0.751, 0.186], [1.882, 3.709, -2.759], [0.300, -2.954, -0.418], [2.991, 1.668, -2.301], [-2.663, 2.196, 0.372], [1.567, 3.390, -1.525], [3.037, 2.899, -3.093], [-2.249, 0.287, 1.941], [-1.197, -6.086, 0.993], [-0.426, 1.786, 0.671], [1.644, 1.289, -0.625], [-0.475, -1.281, -1.797], [0.299, 2.809, -1.703], [3.274, 2.723, -4.366], [0.523, -6.773, 1.856], [1.404, -4.215, 2.030], [-2.844, -0.206, 2.911], [-1.695, -2.251, -1.106], [2.093, 1.101, -2.981], [-2.573, 1.494, -0.629], [1.173, 4.819, 1.706], [-0.343, -5.503, 2.977], [-1.287, 0.632, 2.427], [0.346, -3.610, -1.161], [3.622, 0.982, -2.257], [-1.602, -4.453, -0.437], [1.197, 3.181, 1.242], [1.075, 3.586, -3.502], [-4.044, 1.274, 1.508], [-2.251, -4.130, 1.099], [1.233, -2.362, -0.093], [-2.720, -1.316, 0.690], [-0.375, -2.903, 1.738], [3.053, 2.348, -0.530], [-0.799, -6.536, 0.342], [0.908, 5.219, -0.701], [-1.966, -6.376, 1.650], [-3.173, 2.158, 2.316], [-2.818, 3.004, 0.114], [1.401, -5.232, 0.316], [2.470, 4.684, -0.170], [2.290, 4.735, -2.975], [3.969, 3.088, -2.728]], "lowdin_charge": [-0.005, 0.130, 0.045, 0.121, -0.371, -0.067, -0.108, -0.030, -0.150, -0.368, -0.195, 0.058, -0.013, -0.220, -0.448, -0.290, -0.068, -0.167, 0.017, -0.363, -0.257, -0.248, -0.007, -0.051, 0.033, 0.183, 0.221, 0.196, 0.158, 0.077, 0.162, 0.002, 0.162, 0.176, 0.054, 0.053, 0.132, 0.052, 0.014, 0.025, -0.023, 0.135, 0.087, 0.060, 0.148, 0.075, 0.200, 0.043, -0.030, 0.067, 0.086, 0.021, -0.049, 0.208, 0.101, 0.153, 0.074]}


It is entry ii that is the least stable of them.


Entry i
{"formula": "C16H27N3O3S", "method": "the ωB97M-V functional and the def2-TZVPD basis", "spin_multiplicity": 1, "homo_ha": -0.3131, "charge": 0, "lumo_ev": 0.05, "homo_lumo_gap_ev": 8.567, "elements": ["S", "O", "O", "O", "N", "N", "N", "C", "C", "C", "C", "C", "C", "C", "C", "C", "C", "C", "C", "C", "C", "C", "C", "H", "H", "H", "H", "H", "H", "H", "H", "H", "H", "H", "H", "H", "H", "H", "H", "H", "H", "H", "H", "H", "H", "H", "H", "H", "H", "H"], "coordinates": [[-1.084, 1.649, -2.381], [0.873, 0.532, -0.915], [-0.915, -2.481, 0.015], [-0.927, -2.357, 2.436], [0.943, -2.968, 1.226], [1.306, 2.463, -1.753], [2.323, 1.958, -0.984], [1.754, -3.211, 2.147], [-0.217, -2.628, 1.169], [3.119, -1.048, 2.550], [2.589, -0.178, 0.294], [-1.223, 3.467, -3.183], [-3.109, -3.024, 0.594], [-2.392, -1.965, -1.715], [0.446, 1.652, -1.468], [2.018, 0.908, -0.560], [-2.253, -2.012, -0.024], [-2.261, 4.391, -1.017], [-2.424, -0.781, 0.157], [-1.253, 4.503, -2.020], [3.172, -2.459, 2.401], [2.110, -0.120, 1.721], [-0.163, 5.265, -1.926], [-2.075, -0.568, 1.506], [4.000, 0.315, 0.237], [-1.588, -1.273, -2.115], [-2.881, -4.082, -0.043], [3.936, -0.669, 2.808], [2.688, -1.222, -0.218], [-0.282, 6.256, -1.171], [-3.024, 3.430, -1.009], [-2.349, -2.987, -2.160], [-4.141, -2.646, 0.308], [-1.761, 0.024, -0.105], [3.751, -2.449, 1.325], [1.231, -0.547, 1.783], [2.065, 0.852, 2.376], [0.025, 3.516, -3.711], [1.951, -4.205, 2.553], [-2.362, 4.973, -0.381], [-1.937, 3.487, -3.788], [1.411, -3.280, 0.050], [3.875, -2.924, 3.063], [-3.044, -3.100, 1.456], [-0.052, 6.075, -2.832], [0.903, 5.087, -1.772], [-3.380, -0.197, 0.089], [2.623, -0.772, 3.758], [-3.229, -1.677, -1.933], [1.215, -2.973, 3.162]], "lowdin_charge": [0.922, 0.134, 0.033, -0.145, 0.031, 0.113, 0.140, -0.270, -0.402, -0.258, -0.089, -0.251, 0.036, 0.041, -0.703, -0.567, -0.676, 0.112, -0.140, -0.467, -0.173, -0.162, -0.191, 0.209, 0.234, 0.084, 0.179, 0.009, 0.128, 0.146, 0.122, 0.098, 0.132, 0.042, 0.148, 0.025, 0.168, 0.179, 0.130, -0.096, -0.038, 0.323, 0.107, -0.065, 0.132, 0.074, 0.132, 0.189, -0.036, 0.174]}


Entry ii
{"formula": "C16H27N3O3S", "method": "the ωB97M-V functional and the def2-TZVPD basis", "spin_multiplicity": 1, "homo_ha": -0.3197, "charge": 0, "lumo_ev": 0.63, "homo_lumo_gap_ev": 9.325, "smiles": "C=C(C)CSc1nnc(CCCCCNC(=O)OC(C)(C)C)o1", "elements": ["S", "O", "O", "O", "N", "N", "N", "C", "C", "C", "C", "C", "C", "C", "C", "C", "C", "C", "C", "C", "C", "C", "C", "H", "H", "H", "H", "H", "H", "H", "H", "H", "H", "H", "H", "H", "H", "H", "H", "H", "H", "H", "H", "H", "H", "H", "H", "H", "H", "H"], "coordinates": [[-4.691, -1.222, 1.143], [5.423, 0.364, 1.405], [-2.579, -0.059, 0.031], [5.406, -0.553, -0.687], [-3.376, 1.852, -0.684], [4.417, 1.386, -0.351], [-4.393, 1.177, -0.107], [-6.422, -0.610, 0.993], [-0.951, 1.437, -1.061], [1.420, 1.927, -0.332], [5.482, -2.543, 0.727], [5.111, 0.381, 0.239], [6.202, -1.710, -0.334], [3.799, 2.439, 0.418], [-2.319, 1.120, -0.597], [7.583, -1.276, 0.155], [-7.395, -2.404, -0.494], [-7.097, -0.069, -1.305], [2.369, 2.100, 0.852], [-6.993, -0.970, -0.340], [-3.896, 0.053, 0.307], [-0.004, 1.630, 0.130], [6.319, -2.493, -1.642], [4.488, -2.815, 0.378], [-6.776, 0.948, -1.163], [8.065, -0.650, -0.594], [7.492, -0.711, 1.079], [-6.560, -3.055, -0.237], [-7.708, -2.615, -1.512], [4.420, 2.582, 1.305], [2.394, 1.182, 1.441], [6.802, -1.883, -2.400], [4.136, 1.250, -1.308], [-0.589, 0.616, -1.684], [8.200, -2.152, 0.334], [6.046, -3.450, 0.925], [6.905, -3.393, -1.484], [-8.218, -2.639, 0.181], [-0.007, 0.725, 0.741], [-0.369, 2.454, 0.747], [-6.953, -1.101, 1.808], [1.421, 2.838, -0.936], [-1.004, 2.346, -1.660], [-7.499, -0.323, -2.271], [-6.376, 0.465, 1.148], [1.766, 1.105, -0.962], [5.331, -2.771, -2.001], [2.005, 2.903, 1.496], [3.807, 3.355, -0.179], [5.389, -1.975, 1.648]], "lowdin_charge": [1.006, 0.090, 0.077, 0.027, 0.096, 0.077, 0.043, -0.404, -0.114, -0.222, -0.021, -0.566, -0.577, -0.185, -0.357, -0.021, -0.075, 0.052, -0.187, -0.455, -0.685, -0.199, -0.026, 0.090, 0.054, 0.091, 0.079, 0.067, 0.077, 0.121, 0.120, 0.086, 0.142, 0.128, 0.089, 0.088, 0.088, 0.082, 0.121, 0.125, 0.081, 0.119, 0.128, 0.062, 0.075, 0.111, 0.085, 0.116, 0.121, 0.078]}


It is entry i that is the least stable of them.